Record 1
124
Properties=species:S:1:pos:R:3:forces:R:3:mulliken_charge:R:1 method="wB97M-V/def2-TZVPD" smiles="C#Cc1cc2c(cc1B(O)O)C(=O)c1c(ccc(CCCCCOC(C)=O)c1CCCCO)C2=O.CC(C)O.CC(C)O.CC(C)O.CC(C)O.CC(C)O" homo_lumo_gap_ev=8.417
C 1.773 -7.479 1.258 0.2 -0.1 0.0 0.548
C 2.230 -6.373 1.194 -0.3 0.1 0.1 -1.773
C 2.624 -4.995 1.138 0.0 -0.2 0.2 0.515
C 2.699 -4.253 2.315 0.1 0.0 -0.1 -1.126
C 3.039 -2.921 2.236 0.0 0.3 0.3 0.936
C 3.326 -2.322 1.016 0.0 0.2 -0.1 0.528
C 3.274 -3.062 -0.150 0.1 -0.2 0.2 -1.021
C 2.906 -4.407 -0.093 0.2 0.3 -0.7 0.457
B 2.808 -5.199 -1.464 -0.2 -0.2 0.0 0.603
O 3.911 -5.813 -2.028 -0.3 0.3 0.0 -0.652
O 1.594 -5.240 -2.125 0.7 0.3 -0.4 -0.574
C 3.674 -0.867 0.997 0.0 0.0 0.1 -0.189
O 4.551 -0.439 0.281 -0.1 0.0 -0.2 -0.613
C 2.878 -0.033 1.960 0.1 -0.1 -0.3 0.537
C 2.616 -0.643 3.186 0.2 -0.4 0.2 0.858
C 1.913 0.021 4.165 -0.2 0.4 0.1 -1.408
C 1.426 1.284 3.882 0.1 -0.2 0.1 -0.591
C 1.644 1.893 2.655 0.3 0.6 -0.3 0.738
C 0.987 3.238 2.393 -1.0 -0.8 0.3 -0.102
C -0.525 3.106 2.725 0.4 0.7 -0.5 -0.824
C -1.197 2.037 1.874 -0.3 -0.2 0.3 0.087
C -2.656 1.792 2.312 0.7 -0.2 -0.3 -1.104
C -3.590 1.375 1.184 -0.4 0.3 0.6 -0.654
O -3.735 -0.054 1.175 0.2 0.0 -0.4 -0.285
C -4.991 -0.484 0.841 -0.5 -0.1 0.0 0.519
C -5.167 -1.012 -0.554 0.0 0.3 -0.1 -0.696
O -5.894 -0.447 1.629 0.2 0.1 0.1 -0.548
C 2.410 1.253 1.672 0.3 -0.1 0.1 -0.035
C 2.679 1.898 0.328 0.0 0.1 0.0 -0.656
C 3.341 3.298 0.377 0.0 0.0 -0.1 -1.421
C 2.714 4.397 -0.495 0.1 -0.1 -0.1 0.526
C 2.305 3.960 -1.894 -0.3 0.6 0.1 -0.561
O 1.812 5.100 -2.612 0.1 -0.1 -0.1 -0.569
C 3.096 -2.038 3.438 -0.1 0.0 -0.1 -0.241
O 3.478 -2.410 4.523 -0.2 -0.1 0.1 -0.574
H 1.386 -8.466 1.312 -0.1 0.0 0.0 0.583
H 2.483 -4.697 3.276 0.0 -0.1 0.0 0.532
H 3.519 -2.592 -1.096 0.0 0.1 0.0 0.606
H 4.450 -5.128 -2.451 0.2 -0.3 0.1 0.285
H 1.236 -4.345 -2.185 -0.5 -0.3 0.4 0.312
H 1.700 -0.423 5.126 0.2 -0.2 0.0 0.479
H 0.838 1.786 4.637 0.0 0.1 0.0 0.427
H 1.449 4.030 2.983 0.0 0.1 0.0 0.479
H 1.024 3.504 1.344 0.3 0.1 -0.1 -0.400
H -1.007 4.048 2.443 0.0 0.1 0.2 0.023
H -0.693 2.984 3.793 -0.1 -0.2 0.0 0.414
H -1.143 2.358 0.830 -0.1 0.0 0.0 0.297
H -0.667 1.085 1.937 0.1 0.0 -0.1 0.184
H -3.023 2.676 2.833 -0.2 0.1 -0.1 0.557
H -2.642 0.967 3.023 -0.2 0.1 0.2 0.316
H -4.572 1.823 1.352 -0.1 -0.1 0.0 0.459
H -3.228 1.721 0.212 0.1 -0.1 -0.1 0.308
H -6.184 -0.778 -0.859 -0.1 -0.1 0.0 0.270
H -4.483 -0.554 -1.267 0.2 -0.1 0.1 0.349
H -5.067 -2.095 -0.571 0.1 0.0 0.0 0.171
H 1.736 1.902 -0.225 -0.1 0.2 0.1 0.302
H 3.344 1.263 -0.241 -0.1 -0.1 0.0 0.608
H 4.381 3.200 0.062 0.0 -0.2 0.0 0.543
H 3.390 3.641 1.409 0.0 0.1 0.1 0.377
H 1.854 4.887 -0.034 -0.1 -0.1 0.1 -0.453
H 3.465 5.178 -0.634 0.0 0.1 0.1 0.454
H 1.512 3.213 -1.864 0.2 -0.3 0.0 0.302
H 3.169 3.573 -2.437 0.0 -0.2 -0.1 0.299
H 0.857 5.027 -2.684 0.1 0.1 0.1 0.324
C 5.080 -1.411 -5.838 -0.1 0.1 0.1 -1.325
C 5.475 -2.337 -4.700 0.0 -0.1 -0.3 0.420
C 6.229 -3.557 -5.205 0.0 -0.1 0.1 -1.307
O 4.314 -2.740 -3.967 0.0 -0.1 0.2 -0.471
H 4.419 -1.929 -6.539 0.1 0.0 0.0 0.363
H 4.542 -0.543 -5.456 0.0 0.0 0.0 0.316
H 5.956 -1.064 -6.387 0.0 0.0 0.0 0.380
H 6.096 -1.794 -3.987 -0.1 0.0 0.1 0.267
H 5.602 -4.138 -5.886 0.0 0.0 -0.1 0.348
H 6.506 -4.209 -4.375 0.0 0.0 0.0 0.310
H 7.137 -3.269 -5.736 0.0 0.0 0.0 0.399
H 3.739 -3.223 -4.573 0.0 0.0 0.0 0.308
C -2.004 8.215 0.626 0.1 0.0 -0.1 -1.326
C -2.056 6.719 0.357 -0.1 0.1 0.4 0.337
C -3.112 6.035 1.212 0.0 -0.1 -0.1 -1.188
O -0.777 6.129 0.591 0.0 -0.2 -0.1 -0.515
H -1.739 8.406 1.670 0.0 0.0 0.0 0.336
H -1.245 8.687 0.002 0.0 0.0 0.0 0.256
H -2.966 8.687 0.420 0.0 0.0 0.0 0.482
H -2.271 6.545 -0.699 0.1 -0.1 0.0 0.308
H -2.882 6.164 2.274 0.0 0.1 0.0 0.328
H -3.136 4.963 1.007 0.0 0.0 0.0 0.111
H -4.104 6.448 1.024 0.0 0.0 0.0 0.483
H -0.554 6.265 1.521 0.0 0.1 0.0 0.301
C 1.918 8.291 0.319 -0.1 -0.1 0.0 -0.928
C 1.552 9.409 1.280 0.4 -0.1 0.0 0.606
C 2.645 10.463 1.370 -0.1 0.1 0.1 -1.539
O 1.275 8.869 2.576 -0.2 0.0 0.0 -0.563
H 2.824 7.777 0.655 0.1 0.1 0.0 0.413
H 1.119 7.551 0.279 0.0 0.0 -0.1 -0.008
H 2.095 8.668 -0.689 0.0 0.0 0.0 0.375
H 0.623 9.879 0.956 -0.1 0.0 0.1 0.215
H 3.573 10.018 1.740 0.0 0.0 -0.1 0.378
H 2.359 11.254 2.065 0.0 0.0 0.0 0.366
H 2.843 10.911 0.396 0.0 0.0 0.0 0.358
H 2.081 8.447 2.893 0.0 0.0 0.0 0.361
C -8.219 -4.993 -1.314 0.0 0.1 0.1 -1.363
C -7.346 -3.970 -2.023 0.0 -0.4 -0.1 0.561
C -7.131 -4.333 -3.484 0.1 0.1 0.0 -1.347
O -6.090 -3.844 -1.354 0.0 0.0 0.0 -0.469
H -7.742 -5.977 -1.333 0.0 0.0 -0.1 0.341
H -8.362 -4.716 -0.270 0.0 0.0 0.0 0.328
H -9.197 -5.077 -1.790 0.0 0.0 0.0 0.386
H -7.812 -2.986 -1.956 0.1 0.0 0.1 0.239
H -6.623 -5.298 -3.565 -0.1 0.0 0.0 0.351
H -6.505 -3.589 -3.976 0.0 0.0 0.0 0.319
H -8.079 -4.399 -4.019 0.0 0.0 0.0 0.391
H -5.647 -4.699 -1.391 0.0 0.0 0.0 0.272
C -3.488 -9.063 0.377 0.0 0.1 -0.1 -1.253
C -1.980 -9.189 0.215 -0.2 -0.2 0.2 0.433
C -1.508 -10.609 0.486 0.1 0.0 0.0 -1.276
O -1.311 -8.268 1.076 0.1 0.0 -0.1 -0.505
H -3.782 -9.307 1.401 0.0 -0.1 0.0 0.347
H -3.808 -8.040 0.178 0.0 0.0 0.0 0.266
H -4.017 -9.733 -0.301 0.0 0.0 0.0 0.377
H -1.697 -8.898 -0.797 0.1 0.1 0.0 0.258
H -1.744 -10.900 1.513 -0.1 0.0 0.0 0.335
H -0.427 -10.684 0.362 0.0 0.0 0.0 0.292
H -1.983 -11.322 -0.190 0.0 0.0 0.0 0.395
H -1.543 -8.492 1.985 0.0 0.0 0.0 0.326

---

Record 2
13
Properties=species:S:1:pos:R:3:forces:R:3:nbo_charge:R:1 method="wB97M-V/def2-TZVPD" de_lowest_kj_mol=276.7 homo_lumo_gap_ev=9.999
C 0.171 -0.682 1.680 0.2 0.1 -1.1 0.287
C -0.641 -0.863 -0.633 -2.7 -2.5 -0.3 -0.327
C -0.221 0.307 -1.423 1.2 0.9 -2.8 0.575
C 0.152 1.161 -0.215 -0.3 0.4 2.3 -0.339
H 1.080 -0.706 3.249 0.8 -0.7 1.0 0.342
H -0.081 -1.768 1.866 -0.6 1.2 -0.6 0.157
H -0.036 -1.810 -0.734 -0.4 1.0 -0.1 0.217
H -1.781 -1.171 -0.723 2.1 0.6 -0.2 0.214
H -0.451 2.146 -0.067 0.7 -1.9 -0.3 0.231
H 1.217 1.416 0.146 -1.3 -0.7 -1.2 0.252
N 1.040 -0.137 2.439 -1.4 1.1 -1.2 -0.688
N -0.400 -0.073 0.509 1.6 0.3 4.4 -0.439
O -0.150 0.478 -2.605 -0.1 0.2 0.2 -0.482

---

Record 3
7
Properties=species:S:1:pos:R:3:forces:R:3:nbo_charge:R:1 method="wB97M-V/def2-TZVPD" de_lowest_kj_mol=21.2 multiplicity=2 homo_lumo_gap_ev="3.910 / 6.090"
C -1.942 -0.080 0.043 0.9 0.4 -0.1 -0.389
C -0.848 0.443 0.037 -1.2 -1.1 -0.1 0.321
O 0.368 0.876 -0.008 0.0 1.3 0.0 -0.602
C 1.515 -0.143 -0.040 -5.1 -4.2 0.1 -0.297
O 1.172 -1.281 -0.035 0.3 -0.8 -0.1 -0.536
H -2.894 -0.574 -0.006 0.4 0.3 0.1 0.239
Be 2.629 0.760 0.009 4.7 4.1 0.1 1.263

---

Record 4
25
Properties=species:S:1:pos:R:3:forces:R:3:nbo_charge:R:1 method="wB97M-V/def2-TZVPD" de_lowest_kj_mol=64.2 smiles=CCCCNCCC homo_lumo_gap_ev=9.905
C 2.498 1.234 -2.591 0.1 0.5 -0.4 -0.604
C 1.198 1.949 -2.233 0.2 -0.1 0.0 -0.399
C 0.122 0.989 -1.775 -0.9 -1.0 0.7 -0.405
C 0.319 0.578 -0.313 0.7 0.0 -0.5 -0.204
N -0.324 -0.674 0.038 0.1 0.0 0.0 -0.622
C -0.436 -0.847 1.473 -0.8 -0.4 0.1 -0.203
C -1.416 -1.971 1.867 0.2 0.5 -0.7 -0.397
C -2.097 -1.658 3.187 0.8 0.5 0.2 -0.605
H 3.332 1.940 -2.566 0.0 -0.1 0.1 0.206
H 2.709 0.415 -1.908 0.1 -0.1 0.0 0.205
H 2.468 0.875 -3.617 -0.1 -0.4 0.0 0.204
H 1.434 2.632 -1.423 -0.2 0.3 0.2 0.194
H 0.860 2.559 -3.069 0.0 0.0 -0.1 0.206
H -0.912 1.344 -1.858 0.2 0.4 -0.2 0.197
H 0.115 0.049 -2.335 0.3 0.1 -0.4 0.203
H 1.392 0.423 -0.188 0.1 0.1 0.3 0.175
H 0.048 1.434 0.324 -0.2 -0.1 0.2 0.158
H -1.231 -0.770 -0.400 -0.1 0.2 0.1 0.350
H 0.539 -1.031 1.918 0.2 0.0 0.0 0.185
H -0.823 0.056 1.936 0.0 0.6 0.2 0.148
H -2.203 -2.000 1.103 0.1 -0.2 -0.1 0.187
H -0.878 -2.916 1.826 -0.2 -0.2 0.2 0.205
H -1.370 -1.450 3.973 0.2 -0.3 0.1 0.200
H -2.615 -0.697 3.105 -0.4 -0.4 -0.1 0.203
H -2.730 -2.463 3.526 -0.4 -0.1 0.1 0.212

---

Record 5
56
Properties=species:S:1:pos:R:3:forces:R:3:nbo_charge:R:1 method="wB97M-V/def2-TZVPD" de_lowest_kj_mol=309.4 total_charge=-1 homo_lumo_gap_ev=7.233
C -7.923 5.050 24.940 -0.7 0.7 0.2 -0.660
C -8.497 6.508 25.256 1.2 -3.1 -2.9 -0.057
O -8.108 7.351 24.237 -0.2 0.0 1.3 -0.981
H -8.183 4.689 23.930 0.3 0.5 0.6 0.236
H -8.331 4.308 25.613 -0.3 -0.3 0.4 0.159
H -6.845 5.012 25.068 0.1 0.2 -0.1 0.214
H -8.050 6.755 26.161 0.9 0.4 2.0 0.111
H -9.564 6.377 25.376 -0.8 0.3 0.0 0.133
O -6.182 4.270 27.737 -0.8 -0.7 0.0 -0.964
H -7.152 4.410 27.772 0.3 0.3 -0.9 0.483
H -6.092 4.123 28.673 1.1 -0.1 0.7 0.468
O -7.612 7.111 29.407 0.5 -0.3 0.4 -0.942
H -8.146 6.458 28.959 0.0 -0.3 -0.4 0.467
H -8.260 7.746 29.687 -0.3 0.8 0.1 0.466
O -4.875 6.469 26.892 0.8 0.4 0.0 -1.005
H -5.526 5.775 26.993 -0.2 0.1 0.2 0.473
H -5.311 7.340 26.911 -0.2 -0.4 -0.3 0.499
O -7.122 2.137 26.118 0.5 0.2 0.1 -0.943
H -7.642 1.892 26.868 -0.9 -0.8 0.5 0.450
H -6.627 2.847 26.546 0.7 0.4 -0.3 0.496
O -8.625 4.800 28.195 -1.5 -0.4 0.3 -0.939
H -9.384 4.522 27.655 0.4 0.2 -0.1 0.507
H -8.753 4.341 29.036 0.0 0.1 0.1 0.489
O -10.592 4.220 23.408 -1.7 0.3 0.8 -0.970
H -11.210 4.479 24.126 0.3 0.2 -0.8 0.483
H -9.954 3.716 23.897 1.1 -1.0 0.0 0.495
O -8.303 3.823 21.550 1.6 -1.6 -0.8 -0.972
H -8.510 4.635 21.972 -0.3 2.1 0.4 0.489
H -9.147 3.419 21.468 -1.1 -0.6 -0.2 0.459
O -6.154 6.087 22.782 0.9 -0.5 0.3 -0.984
H -6.443 6.390 21.935 -0.3 0.3 -0.8 0.479
H -6.657 6.600 23.424 -0.4 0.3 0.3 0.497
O -6.939 9.418 23.334 0.0 2.0 -0.2 -0.973
H -7.281 8.542 23.533 -0.4 -0.1 0.3 0.496
H -7.462 10.043 23.891 0.7 -1.0 -0.6 0.451
O -9.285 6.280 22.236 0.3 -0.2 -0.4 -1.007
H -8.712 6.593 22.971 0.0 0.7 -0.2 0.486
H -9.896 5.730 22.730 -0.7 -0.2 -0.1 0.477
O -8.552 2.011 23.808 -0.6 -0.1 0.5 -0.995
H -8.006 2.197 23.057 0.3 0.3 -1.3 0.493
H -7.970 2.347 24.494 0.2 -0.2 0.7 0.493
O -5.330 3.554 23.439 1.1 -2.5 0.9 -0.970
H -4.925 3.775 24.282 0.0 0.1 -0.1 0.458
H -5.747 4.332 23.152 -1.0 2.2 -0.8 0.498
O -10.367 8.673 23.916 -1.7 -0.2 0.6 -0.987
H -9.593 8.152 24.167 0.9 -0.1 -0.4 0.497
H -10.047 9.523 23.665 0.5 0.7 -0.3 0.454
O -6.424 8.660 26.203 -0.6 0.0 0.2 -0.985
H -6.997 8.271 25.501 0.7 0.3 -0.1 0.496
H -7.085 8.976 26.843 0.5 0.2 -0.2 0.479
O -12.127 5.745 25.428 0.0 -0.1 0.8 -0.927
H -11.873 6.063 26.311 0.1 0.1 -0.6 0.470
H -12.906 5.218 25.623 -0.3 -0.1 -0.2 0.467
O -8.851 8.727 27.339 -0.2 1.2 1.2 -0.980
H -9.779 8.924 27.210 -0.1 -0.3 -0.5 0.485
H -8.598 7.873 26.999 -0.6 -0.4 -0.3 0.486

---

Record 6
53
Properties=species:S:1:pos:R:3:forces:R:3:nbo_charge:R:1 method="wB97M-V/def2-TZVPD" de_lowest_kj_mol=127.5 homo_lumo_gap_ev=9.130
C 0.419 3.182 -2.262 1.9 0.8 0.3 -0.542
Br -1.303 2.679 -1.892 -1.6 -0.5 0.5 0.153
Br 0.493 4.819 -3.248 0.0 0.6 -0.4 0.078
Br 1.437 1.836 -3.181 0.0 -0.3 0.0 0.090
H 0.957 3.442 -1.338 -0.4 -0.5 -0.4 0.230
F 3.684 1.501 3.300 -0.3 -0.1 0.8 -0.331
C 3.845 1.503 1.970 1.6 -1.1 1.3 0.396
C 4.895 0.737 1.477 0.1 0.0 -0.4 -0.278
C 5.118 0.883 0.097 0.4 0.2 1.1 -0.194
C 4.385 1.776 -0.681 -0.4 0.1 -0.6 -0.236
C 3.329 2.473 -0.106 0.6 0.2 1.2 -0.178
C 3.102 2.379 1.272 0.6 -0.7 -2.2 -0.288
H 5.582 0.168 2.182 -1.2 0.7 -1.2 0.241
H 6.007 0.418 -0.265 0.3 -0.3 -0.6 0.215
H 4.657 2.000 -1.726 -0.2 -0.4 0.7 0.226
H 2.807 3.265 -0.592 -0.2 0.2 -0.8 0.197
H 2.467 2.988 1.813 -1.5 1.2 0.7 0.226
F 0.086 0.366 2.807 0.2 -0.3 -0.1 -0.325
C -0.666 0.613 3.894 -0.6 -1.0 -0.8 0.396
C -0.564 1.838 4.449 -0.2 0.6 1.7 -0.289
C -1.357 2.147 5.559 -0.3 1.0 -0.7 -0.187
C -2.287 1.218 6.005 0.0 -0.4 0.8 -0.240
C -2.364 -0.063 5.439 0.6 0.0 -0.2 -0.190
C -1.559 -0.358 4.333 -0.2 -0.3 0.2 -0.281
H 0.214 2.492 4.153 0.4 0.6 -0.5 0.225
H -1.284 3.203 5.922 -0.2 -1.3 0.1 0.221
H -2.880 1.397 6.901 0.0 0.2 -0.3 0.216
H -2.977 -0.846 5.913 0.2 0.6 -0.5 0.222
H -1.583 -1.328 3.826 0.0 0.4 0.3 0.233
F -0.298 -0.255 -0.198 -0.4 1.8 0.8 -0.310
C 0.097 -1.456 -0.519 -0.5 -1.6 -1.2 0.398
C 1.358 -1.892 -0.227 0.5 -0.9 0.1 -0.306
C 1.747 -3.178 -0.622 0.9 -0.6 0.3 -0.176
C 0.902 -3.990 -1.377 -1.2 2.0 0.2 -0.248
C -0.371 -3.472 -1.726 1.1 0.5 1.0 -0.193
C -0.799 -2.239 -1.254 -1.2 0.5 -0.5 -0.283
H 2.073 -1.307 0.317 0.0 0.5 0.2 0.232
H 2.767 -3.511 -0.278 -1.2 0.2 -0.6 0.215
H 1.119 -4.951 -1.739 0.7 -1.1 -0.2 0.214
H -1.009 -4.010 -2.371 -0.6 -0.7 -0.5 0.210
H -1.847 -1.831 -1.519 2.0 -0.7 0.6 0.241
F -5.670 -0.553 -2.688 -0.8 0.9 0.9 -0.325
C -4.455 -0.851 -3.133 0.1 0.1 -0.5 0.398
C -4.429 -2.045 -3.814 -1.8 -0.3 0.7 -0.290
C -3.276 -2.493 -4.381 0.6 0.2 0.3 -0.190
C -2.192 -1.649 -4.278 2.0 0.3 -0.7 -0.238
C -2.249 -0.426 -3.636 -0.5 0.1 -0.2 -0.190
C -3.393 0.022 -3.005 -0.6 -1.0 -0.4 -0.291
H -5.430 -2.520 -3.793 1.0 -0.2 -0.4 0.233
H -3.182 -3.457 -4.821 -0.1 -0.5 -0.5 0.220
H -1.200 -1.850 -4.733 -0.9 -0.3 0.2 0.221
H -1.418 0.223 -3.712 0.9 0.5 0.2 0.221
H -3.506 0.964 -2.513 0.0 0.3 0.2 0.228

---

Record 7
18
Properties=species:S:1:pos:R:3:forces:R:3:nbo_charge:R:1 method="wB97M-V/def2-TZVPD" de_lowest_kj_mol=211.8 smiles=CCCOP(P)#[PH2] homo_lumo_gap_ev=9.479
C 2.475 -1.615 0.214 2.5 -3.8 0.5 -0.616
C 1.107 -1.185 -0.238 0.8 1.3 -0.4 -0.473
C 0.757 0.214 0.334 0.3 -0.5 0.1 -0.049
O -0.554 0.296 0.745 -3.6 0.1 -2.0 -0.766
P -1.948 0.461 -0.694 2.6 -1.7 1.3 0.470
P -2.939 1.877 0.481 -1.5 1.5 -0.9 0.021
P -3.206 -1.305 -0.062 -0.7 1.3 0.2 0.004
H 2.526 -2.438 1.077 -0.8 1.2 -1.9 0.202
H 3.212 -2.070 -0.581 -1.5 1.1 1.3 0.213
H 2.990 -0.902 0.787 0.9 1.7 0.1 0.205
H 0.460 -1.913 0.236 -0.9 0.0 -0.9 0.224
H 1.122 -1.019 -1.344 -0.6 -1.1 0.8 0.214
H 1.303 0.308 1.287 0.3 0.5 -0.4 0.177
H 0.951 1.043 -0.386 0.6 -0.5 0.5 0.159
H -1.680 2.425 0.577 0.5 0.8 0.3 0.014
H -2.841 1.174 1.626 0.1 -0.8 1.5 -0.006
H -2.109 -1.590 0.693 0.7 -0.4 1.1 0.020
H -2.810 -2.231 -0.982 0.3 -0.6 -1.1 -0.013

---

Number 1: E_tot -69920.054 eV. Number 2: E_tot -9270.634 eV. Number 3: E_tot -7615.825 eV. Number 4: E_tot -9024.559 eV. Number 5: E_tot -37483.823 eV. Number 6: E_tot -247261.170 eV. Number 7: E_tot -33200.296 eV.